[1]
Computed, not measured: a molecular structure, C33H32ClN5O3PdS3 at a distorted geometry, with ωB97M-V with the def2-TZVPD basis set.

The geometry in ORCA input format:
```
! wB97M-V def2-TZVPD RIJCOSX def2/J DEFGRID3
* xyz 2 1
Pd -0.46 0.37 -0.14
C -2.67 3.32 -1.17
C -1.51 3.45 -0.24
N -0.64 2.52 0.12
C 0.30 3.00 1.02
C 0.14 4.31 1.32
S -1.20 4.95 0.49
C 1.31 2.09 1.52
C 2.24 2.32 2.47
S 3.29 0.99 2.59
C 2.43 0.15 1.38
N 1.41 0.85 0.93
C 2.94 -1.16 0.89
H -2.98 2.29 -1.26
H -2.41 3.71 -2.15
H -3.51 3.90 -0.80
H 0.75 4.92 1.98
H 2.36 3.21 3.07
H 3.99 -1.06 0.60
H 2.37 -1.51 0.03
H 2.88 -1.92 1.67
S -2.81 0.55 -3.92
C -3.99 0.09 -2.74
C -5.36 -0.09 -2.96
C -6.13 -0.46 -1.88
C -5.55 -0.66 -0.63
C -4.20 -0.49 -0.42
C -3.40 -0.10 -1.49
N -2.01 0.13 -1.52
C -1.60 0.47 -2.73
C -0.20 0.71 -2.95
C 0.37 0.95 -4.20
C 1.74 1.05 -4.32
C 2.54 0.89 -3.20
C 1.98 0.67 -1.94
C 0.61 0.60 -1.83
H -5.79 0.06 -3.94
H -7.19 -0.61 -2.02
H -6.18 -0.97 0.20
H -3.78 -0.65 0.55
H -0.26 1.03 -5.08
H 2.19 1.23 -5.29
H 3.62 0.94 -3.29
H 2.64 0.55 -1.10
C -5.37 -2.52 5.95
C -5.17 -2.58 4.44
N -4.03 -3.39 4.04
C -4.14 -4.85 4.24
C -3.23 -5.36 5.35
C -2.95 -2.95 3.38
O -2.11 -3.70 2.88
C -2.69 -1.47 3.22
C -2.83 -0.49 4.19
C -2.43 0.80 3.89
C -1.87 1.07 2.66
N -1.68 0.12 1.73
C -2.10 -1.11 2.02
H -6.23 -1.90 6.19
H -4.49 -2.10 6.45
H -5.54 -3.51 6.36
H -5.07 -1.58 4.02
H -6.06 -3.02 3.98
H -3.89 -5.34 3.30
H -5.18 -5.06 4.47
H -2.18 -5.16 5.10
H -3.35 -6.43 5.46
H -3.46 -4.88 6.30
H -3.24 -0.73 5.16
H -2.53 1.60 4.62
H -1.54 2.07 2.42
H -1.95 -1.87 1.27
Cl 1.54 -4.43 1.62
C 0.25 -3.71 0.66
C 0.18 -2.21 0.90
O -0.15 -1.57 -0.23
O 0.35 -1.69 1.97
H -0.70 -4.12 1.00
H 0.41 -3.94 -0.39
*
```

HOMO-LUMO gap, eV: 6.02
ΔE to the lowest compared entry with this formula, charge and spin, kJ/mol: 7.72
Max |F|, eV Å⁻¹: 1.38

***

[2]
Computed, not measured: 4 unconnected molecules or ions with the total composition C21H55BNO15P4 at a distorted geometry, with ωB97M-V with the def2-TZVPD basis set.

The geometry in ORCA input format:
```
! wB97M-V def2-TZVPD RIJCOSX def2/J DEFGRID3
* xyz -1 1
C -2.05 -5.24 1.87
C -2.52 -6.55 1.27
O -2.16 -6.84 0.15
O -3.27 -7.40 1.98
C -4.63 -6.89 2.24
B -5.54 -6.49 0.92
P -6.23 -4.67 0.93
N -5.04 -3.67 0.07
O -6.26 -4.09 2.52
H -1.34 -5.42 2.67
H -2.87 -4.59 2.19
H -1.52 -4.71 1.10
H -4.61 -6.08 2.98
H -5.14 -7.71 2.75
H -6.54 -7.19 0.93
H -5.00 -6.70 -0.14
H -4.14 -4.12 0.24
H -5.20 -3.77 -0.92
H -6.55 -3.18 2.46
O -2.08 -1.86 -2.39
P -1.07 -0.79 -2.55
O 0.26 -1.45 -1.83
C 0.82 -2.64 -2.35
C 1.50 -2.41 -3.69
O -1.52 0.27 -1.40
C -2.79 0.17 -0.76
C -2.69 -0.64 0.51
O -0.19 0.43 -3.26
C -0.29 0.66 -4.67
C -1.73 0.69 -5.16
H 0.05 -3.41 -2.44
H 1.56 -2.98 -1.63
H 0.76 -2.22 -4.48
H 2.07 -3.29 -3.99
H 2.16 -1.55 -3.65
H -3.54 -0.23 -1.43
H -3.11 1.19 -0.52
H -2.21 -1.60 0.35
H -3.67 -0.82 0.94
H -2.08 -0.10 1.25
H 0.28 -0.10 -5.21
H 0.18 1.62 -4.87
H -2.20 -0.30 -5.06
H -1.77 0.97 -6.22
H -2.32 1.40 -4.58
O 4.52 -1.82 2.52
P 3.25 -1.51 3.21
O 2.81 -0.02 2.71
C 2.58 0.18 1.31
C 1.33 -0.54 0.84
O 3.75 -1.16 4.73
C 5.09 -1.41 5.14
C 5.96 -0.19 4.94
O 1.78 -1.93 3.81
C 1.15 -3.15 3.39
C 2.08 -4.34 3.43
H 3.45 -0.14 0.73
H 2.47 1.25 1.17
H 1.49 -1.62 0.84
H 1.06 -0.24 -0.17
H 0.49 -0.33 1.51
H 5.50 -2.28 4.63
H 5.05 -1.66 6.20
H 5.88 0.20 3.92
H 7.01 -0.42 5.14
H 5.65 0.61 5.61
H 0.73 -3.03 2.39
H 0.31 -3.32 4.07
H 2.89 -4.23 2.69
H 1.54 -5.26 3.20
H 2.55 -4.44 4.41
O -0.36 6.39 -0.56
P 0.82 6.23 -1.44
O 0.22 5.90 -2.93
C -0.64 6.84 -3.55
C 0.10 8.10 -3.97
O 1.39 4.77 -1.03
C 0.90 4.06 0.12
C -0.25 3.14 -0.25
O 2.33 6.65 -1.96
C 2.90 7.90 -1.57
C 2.77 8.17 -0.08
H -1.48 7.09 -2.88
H -1.06 6.35 -4.43
H 0.39 8.69 -3.10
H -0.53 8.73 -4.60
H 1.01 7.85 -4.52
H 0.61 4.76 0.90
H 1.73 3.48 0.51
H -1.02 3.66 -0.81
H -0.69 2.70 0.64
H 0.11 2.33 -0.89
H 2.45 8.71 -2.15
H 3.96 7.86 -1.84
H 1.72 8.30 0.20
H 3.30 9.08 0.19
H 3.17 7.34 0.50
*
```

HOMO-LUMO gap, eV: 4.75
Max |F|, eV Å⁻¹: 7.05

***

[3]
Computed, not measured: 2 unconnected molecules or ions with the total composition C5H10Cl2N2O at a distorted geometry, with ωB97M-V with the def2-TZVPD basis set.

The geometry in ORCA input format:
```
! wB97M-V def2-TZVPD RIJCOSX def2/J DEFGRID3
* xyz 0 1
C -1.54 -1.93 0.17
O -1.86 -0.67 -0.31
C -0.88 0.18 -0.74
C -0.80 1.40 -0.23
Cl -1.74 2.15 1.03
C 0.21 -0.44 -1.58
C 1.31 -1.03 -0.73
Cl 2.44 0.18 0.09
H -1.13 -2.49 -0.57
H -2.45 -2.44 0.45
H -0.75 -2.03 0.96
H -0.06 2.00 -0.77
H -0.19 -1.24 -2.19
H 0.68 0.23 -2.39
H 1.94 -1.68 -1.32
H 0.85 -1.62 0.07
H 1.88 3.44 1.88
N 1.06 2.73 1.53
N 0.88 1.98 2.48
H 0.14 1.28 2.19
*
```

HOMO-LUMO gap, eV: 9.61
ΔE to the lowest compared entry with this formula, charge and spin, kJ/mol: 210.22
Structure (SMILES): CO/C(=C\Cl)CCCl.[H]/N=N/[H]
Max |F|, eV Å⁻¹: 3.64

***

[4]
Computed, not measured: a molecular structure, C41H44ClIN8O8PPb, with ωB97M-V with the def2-TZVPD basis set.

The geometry in ORCA input format:
```
! wB97M-V def2-TZVPD RIJCOSX def2/J DEFGRID3
* xyz -1 1
Pb -1.14 -0.95 -0.20
Cl -2.42 -5.37 5.91
C -1.75 -4.76 4.38
C -0.41 -4.01 4.46
C -0.42 -2.55 4.17
C -1.19 -1.99 3.19
O -1.09 -0.84 2.68
C -2.31 -2.93 2.59
C -3.42 -2.04 2.21
N -3.41 -1.33 1.17
C -4.46 -0.45 0.88
C -5.78 -0.76 1.14
C -6.82 0.13 0.82
C -6.55 1.33 0.23
C -5.21 1.67 -0.10
C -4.87 2.87 -0.75
C -3.58 3.12 -1.09
C -2.61 2.15 -0.80
N -2.87 1.03 -0.16
C -4.16 0.77 0.20
C -2.78 -4.16 3.40
H 0.11 -4.22 5.40
H 0.39 -1.95 4.58
H -4.20 -1.90 2.98
H -6.01 -1.72 1.58
H -7.84 -0.15 1.03
H -7.34 2.03 -0.02
H -5.66 3.58 -0.99
H -3.29 4.03 -1.60
H -1.58 2.27 -1.12
H -3.81 -4.16 3.73
O -3.81 -1.28 -6.12
C -3.40 -1.15 -4.99
C -3.70 -2.05 -3.81
O -4.54 -2.92 -3.77
C -2.80 -1.62 -2.74
C -2.07 -0.48 -3.15
O -1.21 0.12 -2.40
C -2.45 -0.09 -4.50
O -2.10 0.90 -5.12
O -2.68 -2.16 -1.59
I 2.54 -3.91 1.72
C 0.47 -4.26 2.05
C 0.14 -4.99 3.31
C -1.23 -5.71 3.27
C -2.25 -5.11 2.29
C -1.76 -3.89 1.46
N -0.33 -3.77 1.23
H 0.96 -5.62 3.64
H -1.22 -6.79 3.38
H -2.89 -5.82 1.77
H -2.26 -3.77 0.50
O 2.30 -1.11 -1.58
N 1.71 -2.21 -2.05
O 0.57 -2.32 -1.79
N 1.49 -0.20 -0.76
P 2.38 1.14 -0.79
N 3.98 0.88 -0.40
C 4.18 -0.12 0.67
C 5.38 0.29 1.52
C 6.62 0.37 0.64
C 6.38 1.38 -0.48
C 5.13 1.01 -1.29
N 2.44 2.03 -2.20
C 2.88 1.27 -3.40
C 1.70 0.83 -4.24
C 1.00 2.05 -4.85
C 1.12 3.25 -3.90
C 1.18 2.80 -2.45
N 1.74 2.12 0.35
C 0.76 1.65 1.36
C 0.00 2.85 1.89
C 0.95 3.81 2.64
C 2.40 3.63 2.17
C 2.44 3.37 0.67
H 4.36 -1.11 0.24
H 3.27 -0.19 1.27
H 5.51 -0.43 2.34
H 5.18 1.27 1.96
H 6.80 -0.62 0.20
H 7.50 0.64 1.22
H 7.24 1.43 -1.15
H 6.23 2.37 -0.04
H 5.32 0.06 -1.82
H 4.92 1.78 -2.02
H 3.47 0.41 -3.09
H 3.54 1.92 -3.99
H 0.99 0.29 -3.60
H 2.03 0.14 -5.02
H -0.05 1.81 -5.02
H 1.44 2.31 -5.81
H 0.26 3.92 -4.01
H 2.02 3.84 -4.11
H 0.30 2.17 -2.24
H 1.16 3.66 -1.78
H 1.25 1.13 2.19
H 0.09 0.94 0.90
H -0.81 2.50 2.54
H -0.47 3.36 1.04
H 0.89 3.62 3.72
H 0.63 4.84 2.48
H 2.86 2.79 2.69
H 2.99 4.52 2.40
H 3.47 3.29 0.32
H 1.98 4.21 0.14
*
```

HOMO-LUMO gap, eV: 5.98
ΔE to the lowest compared entry with this formula, charge and spin, kJ/mol: 343.01
Max |F|, eV Å⁻¹: 0.99

***

[5]
Computed, not measured: a single C19H20F3N3O3 molecule, with ωB97M-V with the def2-TZVPD basis set.

The geometry in ORCA input format:
```
! wB97M-V def2-TZVPD RIJCOSX def2/J DEFGRID3
* xyz 0 1
C -0.29 4.57 -0.69
O -1.40 4.02 -0.03
C -1.24 2.85 0.65
C -2.39 2.31 1.23
C -2.33 1.11 1.90
C -1.13 0.42 2.02
C 0.01 0.96 1.45
N 1.25 0.30 1.50
C 1.46 -1.04 1.55
O 0.59 -1.86 1.72
C 2.91 -1.46 1.33
N 3.07 -2.03 0.00
C 4.16 -2.99 -0.06
C 3.19 -1.01 -1.02
C 1.87 -0.29 -1.29
O 1.83 0.90 -1.54
N 0.81 -1.12 -1.24
C -0.55 -0.77 -1.27
C -0.99 0.41 -1.86
C -2.34 0.72 -1.85
C -3.25 -0.12 -1.25
C -2.81 -1.30 -0.67
C -3.80 -2.20 0.00
F -4.09 -1.79 1.25
F -3.37 -3.47 0.12
F -4.97 -2.26 -0.65
C -1.46 -1.63 -0.67
C -0.04 2.18 0.77
H 0.14 3.87 -1.41
H 0.48 4.88 0.03
H -0.66 5.45 -1.21
H -3.32 2.85 1.12
H -3.22 0.70 2.34
H -1.10 -0.52 2.53
H 2.04 0.89 1.23
H 3.11 -2.25 2.06
H 3.61 -0.63 1.51
H 3.98 -3.78 0.66
H 5.14 -2.53 0.15
H 4.19 -3.43 -1.05
H 3.95 -0.25 -0.78
H 3.48 -1.49 -1.96
H 1.01 -2.05 -0.87
H -0.28 1.07 -2.33
H -2.67 1.64 -2.30
H -4.30 0.12 -1.24
H -1.12 -2.54 -0.19
H 0.87 2.56 0.33
*
```

HOMO-LUMO gap, eV: 8.73
ΔE to the lowest compared entry with this formula, charge and spin, kJ/mol: 0.00
Structure (SMILES): COc1cccc(NC(=O)CN(C)CC(=O)Nc2cccc(C(F)(F)F)c2)c1
Max |F|, eV Å⁻¹: 0.59

***

[6]
Computed, not measured: a gas-phase ion, C8H12BrF4N4O (charge +1), with ωB97M-V with the def2-TZVPD basis set.

The geometry in ORCA input format:
```
! wB97M-V def2-TZVPD RIJCOSX def2/J DEFGRID3
* xyz 1 1
C -1.05 2.90 3.61
C -0.15 1.69 3.36
C -0.93 0.47 2.86
C -0.12 -0.43 1.94
O -1.05 -1.05 1.00
N -0.43 -1.46 -0.14
C -0.39 -0.62 -1.15
N -0.78 0.67 -1.07
C -0.58 1.18 -2.26
N -0.06 0.30 -3.12
Br 0.40 0.56 -4.87
N 0.07 -0.89 -2.41
C 0.64 -2.11 -3.01
F 0.44 -3.07 -2.09
F -0.04 -2.40 -4.11
C 2.19 -1.98 -3.31
F 2.82 -3.00 -2.72
F 2.38 -2.05 -4.63
H -1.74 2.70 4.43
H -0.47 3.78 3.87
H -1.65 3.13 2.73
H 0.63 1.96 2.64
H 0.37 1.44 4.29
H -1.82 0.79 2.31
H -1.28 -0.12 3.71
H 0.39 -1.23 2.47
H 0.61 0.15 1.36
H -0.17 -2.44 -0.19
H -0.79 2.20 -2.55
H 2.59 -1.04 -2.93
*
```

HOMO-LUMO gap, eV: 9.03
Structure (SMILES): CCCCONc1ncn(Br)[n+]1C(F)(F)C(F)F
Max |F|, eV Å⁻¹: 0.32

***

Repeat the second record exactly.
Computed, not measured: 4 unconnected molecules or ions with the total composition C21H55BNO15P4 at a distorted geometry, with ωB97M-V with the def2-TZVPD basis set.

The geometry in ORCA input format:
```
! wB97M-V def2-TZVPD RIJCOSX def2/J DEFGRID3
* xyz -1 1
C -2.05 -5.24 1.87
C -2.52 -6.55 1.27
O -2.16 -6.84 0.15
O -3.27 -7.40 1.98
C -4.63 -6.89 2.24
B -5.54 -6.49 0.92
P -6.23 -4.67 0.93
N -5.04 -3.67 0.07
O -6.26 -4.09 2.52
H -1.34 -5.42 2.67
H -2.87 -4.59 2.19
H -1.52 -4.71 1.10
H -4.61 -6.08 2.98
H -5.14 -7.71 2.75
H -6.54 -7.19 0.93
H -5.00 -6.70 -0.14
H -4.14 -4.12 0.24
H -5.20 -3.77 -0.92
H -6.55 -3.18 2.46
O -2.08 -1.86 -2.39
P -1.07 -0.79 -2.55
O 0.26 -1.45 -1.83
C 0.82 -2.64 -2.35
C 1.50 -2.41 -3.69
O -1.52 0.27 -1.40
C -2.79 0.17 -0.76
C -2.69 -0.64 0.51
O -0.19 0.43 -3.26
C -0.29 0.66 -4.67
C -1.73 0.69 -5.16
H 0.05 -3.41 -2.44
H 1.56 -2.98 -1.63
H 0.76 -2.22 -4.48
H 2.07 -3.29 -3.99
H 2.16 -1.55 -3.65
H -3.54 -0.23 -1.43
H -3.11 1.19 -0.52
H -2.21 -1.60 0.35
H -3.67 -0.82 0.94
H -2.08 -0.10 1.25
H 0.28 -0.10 -5.21
H 0.18 1.62 -4.87
H -2.20 -0.30 -5.06
H -1.77 0.97 -6.22
H -2.32 1.40 -4.58
O 4.52 -1.82 2.52
P 3.25 -1.51 3.21
O 2.81 -0.02 2.71
C 2.58 0.18 1.31
C 1.33 -0.54 0.84
O 3.75 -1.16 4.73
C 5.09 -1.41 5.14
C 5.96 -0.19 4.94
O 1.78 -1.93 3.81
C 1.15 -3.15 3.39
C 2.08 -4.34 3.43
H 3.45 -0.14 0.73
H 2.47 1.25 1.17
H 1.49 -1.62 0.84
H 1.06 -0.24 -0.17
H 0.49 -0.33 1.51
H 5.50 -2.28 4.63
H 5.05 -1.66 6.20
H 5.88 0.20 3.92
H 7.01 -0.42 5.14
H 5.65 0.61 5.61
H 0.73 -3.03 2.39
H 0.31 -3.32 4.07
H 2.89 -4.23 2.69
H 1.54 -5.26 3.20
H 2.55 -4.44 4.41
O -0.36 6.39 -0.56
P 0.82 6.23 -1.44
O 0.22 5.90 -2.93
C -0.64 6.84 -3.55
C 0.10 8.10 -3.97
O 1.39 4.77 -1.03
C 0.90 4.06 0.12
C -0.25 3.14 -0.25
O 2.33 6.65 -1.96
C 2.90 7.90 -1.57
C 2.77 8.17 -0.08
H -1.48 7.09 -2.88
H -1.06 6.35 -4.43
H 0.39 8.69 -3.10
H -0.53 8.73 -4.60
H 1.01 7.85 -4.52
H 0.61 4.76 0.90
H 1.73 3.48 0.51
H -1.02 3.66 -0.81
H -0.69 2.70 0.64
H 0.11 2.33 -0.89
H 2.45 8.71 -2.15
H 3.96 7.86 -1.84
H 1.72 8.30 0.20
H 3.30 9.08 0.19
H 3.17 7.34 0.50
*
```

HOMO-LUMO gap, eV: 4.75
Max |F|, eV Å⁻¹: 7.05

***

Question: Which of these has the lowest HOMO-LUMO gap?
Answer: C21H55BNO15P4

***

Question: Look up the HOMO-LUMO gap of the fourth one.
Answer: 5.98 eV